{
  "formula": "C15H60N30O15",
  "method": "ωB97M-V with the def2-TZVPD basis set",
  "s2": 0.75,
  "homo_ev": [-11.07, -11.07],
  "charge": 1,
  "homo_lumo_gap_ha": [0.3141, 0.1349],
  "spin_multiplicity": 2,
  "elements": ["C", "O", "N", "N", "H", "H", "H", "H", "C", "O", "N", "N", "H", "H", "H", "H", "C", "O", "N", "N", "H", "H", "H", "H", "C", "O", "N", "N", "H", "H", "H", "H", "C", "O", "N", "N", "H", "H", "H", "H", "C", "O", "N", "N", "H", "H", "H", "H", "C", "O", "N", "N", "H", "H", "H", "H", "C", "O", "N", "N", "H", "H", "H", "H", "C", "O", "N", "N", "H", "H", "H", "H", "C", "O", "N", "N", "H", "H", "H", "H", "C", "O", "N", "N", "H", "H", "H", "H", "C", "O", "N", "N", "H", "H", "H", "H", "C", "O", "N", "N", "H", "H", "H", "H", "C", "O", "N", "N", "H", "H", "H", "H", "C", "O", "N", "N", "H", "H", "H", "H"],
  "xyz": [[2.839, 0.905, 3.220], [3.392, -0.066, 2.833], [1.766, 1.382, 2.700], [3.043, 1.389, 4.400], [1.289, 0.974, 1.908], [1.443, 2.187, 3.218], [2.608, 2.260, 4.666], [3.722, 0.965, 5.016], [2.960, 2.829, -2.273], [3.775, 2.469, -3.057], [2.435, 2.003, -1.379], [2.391, 3.968, -2.331], [1.436, 2.115, -1.279], [3.019, 1.182, -1.316], [2.959, 4.495, -2.979], [2.159, 4.301, -1.405], [-0.599, -2.818, 2.946], [0.505, -2.446, 3.108], [-0.951, -3.346, 1.833], [-1.486, -2.880, 3.771], [-1.743, -3.967, 1.747], [-0.291, -3.166, 1.090], [-1.363, -2.114, 4.417], [-2.361, -3.203, 3.382], [-0.302, 0.112, 0.193], [-0.989, 0.540, 1.085], [0.560, -0.824, 0.356], [-0.488, 0.525, -1.015], [0.734, -1.154, 1.295], [1.148, -1.148, -0.397], [-1.051, 1.361, -1.072], [0.096, 0.178, -1.763], [5.458, -0.691, 0.217], [6.161, -0.957, -0.769], [4.181, -0.726, 0.355], [6.036, -0.234, 1.252], [3.648, -1.382, -0.198], [3.759, -0.495, 1.243], [7.029, -0.072, 1.342], [5.344, -0.014, 1.954], [4.084, -1.592, -4.184], [4.620, -0.782, -4.943], [4.111, -2.896, -4.269], [3.749, -1.195, -3.035], [4.832, -3.286, -4.859], [3.643, -3.432, -3.552], [3.199, -1.774, -2.417], [3.673, -0.188, -3.053], [-2.051, 4.624, -1.053], [-1.782, 3.472, -1.202], [-1.369, 5.541, -0.347], [-3.228, 5.152, -1.343], [-1.597, 6.486, -0.623], [-0.394, 5.333, -0.187], [-3.517, 6.078, -1.061], [-3.922, 4.430, -1.476], [1.786, -3.445, -1.305], [2.270, -2.445, -0.878], [1.919, -4.576, -0.702], [1.204, -3.608, -2.476], [1.744, -5.434, -1.207], [2.433, -4.568, 0.167], [0.739, -2.767, -2.789], [0.809, -4.525, -2.627], [-2.798, 0.862, 5.500], [-2.677, 0.521, 6.621], [-1.986, 0.647, 4.527], [-3.855, 1.508, 5.016], [-2.190, 1.003, 3.604], [-1.114, 0.209, 4.789], [-4.413, 2.160, 5.549], [-3.708, 1.683, 4.032], [0.129, -0.578, -4.425], [0.424, -1.006, -3.292], [0.984, -0.166, -5.308], [-1.081, -0.429, -4.811], [1.875, -0.594, -5.099], [0.711, -0.072, -6.276], [-1.188, -0.253, -5.800], [-1.732, -0.906, -4.203], [-2.419, -3.706, -1.177], [-2.209, -4.855, -1.316], [-3.340, -3.151, -0.446], [-1.778, -2.864, -1.811], [-4.181, -3.690, -0.294], [-3.237, -2.147, -0.449], [-1.946, -1.871, -1.893], [-1.073, -3.185, -2.459], [-2.584, 3.608, 2.902], [-3.566, 3.067, 2.431], [-1.371, 3.129, 2.720], [-2.611, 4.803, 3.472], [-1.132, 2.406, 2.056], [-0.531, 3.473, 3.162], [-3.557, 4.919, 3.808], [-1.900, 5.091, 4.130], [3.560, -4.121, 2.254], [4.502, -4.625, 1.584], [3.142, -2.904, 2.074], [2.754, -4.768, 3.010], [2.431, -2.554, 2.701], [3.487, -2.500, 1.215], [2.841, -5.751, 3.225], [1.979, -4.195, 3.311], [-4.614, 2.559, -3.809], [-5.365, 1.819, -4.446], [-4.514, 3.830, -4.092], [-3.735, 2.114, -2.913], [-5.101, 4.273, -4.784], [-3.662, 4.289, -3.801], [-2.905, 2.687, -2.856], [-3.620, 1.117, -3.025], [-4.603, -0.105, 0.795], [-5.788, -0.207, 0.745], [-3.695, -0.693, 1.413], [-3.996, 0.768, 0.132], [-3.913, -1.446, 2.050], [-2.764, -0.485, 1.083], [-4.586, 1.429, -0.353], [-3.008, 0.816, 0.335]],
  "forces_ev_per_angstrom": [[-1.6, -0.4, 1.3], [3.4, -4.0, -2.5], [-3.0, 2.6, -2.2], [1.9, 2.1, 4.1], [0.0, 0.3, 0.2], [-1.0, -0.3, -0.9], [0.3, -0.4, 0.4], [0.0, 0.3, -0.2], [0.2, -3.2, -0.5], [3.1, -1.1, -2.0], [-0.2, -1.1, 2.1], [-1.6, 4.8, -0.1], [0.1, -0.9, 0.5], [-1.1, -0.5, 0.3], [-0.5, 1.1, 0.2], [-0.1, 0.9, -0.4], [2.4, -1.9, -4.3], [6.0, 3.4, 1.2], [-0.3, -1.9, -5.7], [-6.6, 0.7, 7.6], [0.3, 0.3, -0.6], [-0.4, -0.9, -0.3], [-1.2, -0.5, 0.9], [-0.4, 0.7, 1.2], [-0.8, -0.1, -0.3], [-1.9, 1.6, 3.6], [3.0, -2.4, 1.0], [-0.4, 1.6, -3.3], [0.0, -0.3, 0.1], [0.1, -0.2, 0.1], [0.0, 0.1, -0.6], [-0.3, 0.1, -0.5], [-0.7, 0.6, 1.0], [1.1, -1.3, -3.2], [-3.0, -1.3, -2.7], [2.5, 1.5, 3.1], [-0.2, 0.1, -0.6], [-0.2, 0.3, 0.9], [-0.3, 0.0, 0.1], [0.7, 0.2, 1.0], [4.1, 0.8, -3.4], [-0.6, -0.5, -1.3], [-0.1, -3.5, -1.6], [-2.6, 3.2, 5.8], [-0.5, -0.3, 0.0], [0.4, -0.2, -0.4], [-0.2, 0.5, 0.2], [-0.3, 0.3, 0.7], [-0.8, 1.8, 2.0], [1.4, -2.6, -0.7], [2.4, 0.8, 0.4], [-2.8, -0.4, -1.8], [0.5, 0.1, 0.4], [-0.1, 0.3, 0.0], [0.0, -0.5, 0.1], [-0.5, 0.5, -0.2], [-0.3, -3.0, -1.3], [1.5, 4.5, 1.2], [0.7, -3.0, 2.6], [-1.0, 0.8, -2.2], [0.0, 0.0, 0.7], [0.2, -0.5, -0.1], [0.0, 0.1, -0.9], [-0.4, 0.5, -0.3], [-2.9, 1.3, 0.7], [1.1, -1.2, 3.9], [4.4, -1.9, -3.0], [-2.2, 1.5, -1.2], [0.8, -0.4, 0.1], [0.0, 0.1, -0.6], [0.1, -0.5, 0.0], [-1.3, 0.8, 0.2], [0.9, -0.3, 2.0], [0.3, -0.3, 0.3], [3.5, 0.0, -1.2], [-4.0, -0.1, -0.4], [0.6, 0.6, -0.7], [0.4, 0.0, 0.2], [-1.1, -0.2, 0.4], [-0.7, 0.3, -0.8], [-2.9, -2.4, 1.7], [0.7, -5.4, 0.0], [-2.5, 0.9, 2.6], [6.5, 6.7, -5.8], [-0.1, 0.7, 0.3], [-1.5, -0.2, 0.6], [-0.2, -0.2, 0.3], [-0.3, 0.0, 0.4], [-0.2, -0.5, -1.7], [-0.8, -0.5, 0.0], [3.9, -1.6, -0.4], [-1.4, 1.9, 1.8], [-0.9, -0.3, -0.1], [-0.6, 0.5, 0.2], [0.0, 0.7, 0.2], [0.0, -0.1, -0.1], [3.6, -2.0, -3.5], [-0.9, 0.6, 0.8], [0.3, 3.2, -0.8], [-2.5, -2.6, 3.1], [-0.1, 0.7, -0.8], [-0.4, 0.2, 0.9], [0.1, 0.4, 0.1], [-0.4, -1.0, 0.5], [-1.8, -2.5, -3.0], [-0.2, 0.0, 0.8], [0.6, 3.7, -0.1], [1.1, -0.8, 1.3], [0.2, -0.4, 0.1], [-0.5, 0.4, -0.2], [0.3, -0.5, 0.6], [0.2, 0.1, 0.4], [-4.4, 1.0, -1.0], [-3.6, -1.5, 0.8], [4.5, -6.6, 5.9], [2.5, 6.1, -5.6], [0.4, 0.1, -0.2], [0.2, -0.9, 1.3], [0.8, 0.3, -0.1], [-0.3, 1.8, -0.9]],
  "mulliken_charge": [0.52, -0.88, 0.09, -0.41, -0.20, 0.01, 0.13, 0.25, 0.38, -0.64, -0.18, -0.36, 0.31, -0.04, 0.30, 0.21, 0.58, -0.77, -0.01, -0.38, 0.24, -0.37, 0.17, 0.21, -0.20, 0.39, 3.32, 0.85, -0.49, -1.68, 0.03, -0.50, 0.91, -0.27, 0.17, -0.24, -0.44, 0.68, 0.23, 0.19, 0.51, -0.70, -0.31, 0.26, 0.24, 0.14, -0.23, -0.08, 0.50, -0.63, -0.46, -0.42, 0.21, 0.20, 0.19, 0.23, 0.22, 0.24, -0.41, -0.24, 0.21, 0.05, -0.16, 0.27, 0.55, -0.67, -0.02, -0.29, -0.29, 0.20, 0.27, -0.01, 0.57, -0.67, -0.42, -0.38, 0.09, 0.22, 0.21, 0.22, 0.62, -0.72, -0.20, 0.03, 0.26, 0.05, -0.15, 0.10, 0.44, -0.64, 0.10, -0.52, -0.32, 0.11, 0.33, 0.20, 0.35, -0.72, 0.25, -0.22, 0.30, -0.27, 0.24, 0.12, 0.53, -0.70, -0.30, -0.05, 0.23, 0.16, 0.06, 0.08, 0.67, -0.77, 0.28, 0.19, 0.07, -0.50, 0.10, -0.30]
}

{
  "formula": "C25H29N13SeTi",
  "method": "ωB97M-V with the def2-TZVPD basis set",
  "homo_ev": [-1.01, -1.00],
  "charge": -2,
  "homo_lumo_gap_ha": [0.1964, 0.1961],
  "spin_multiplicity": 1,
  "elements": ["Ti", "N", "C", "C", "N", "H", "H", "H", "H", "H", "H", "H", "H", "N", "C", "N", "N", "N", "N", "C", "N", "N", "N", "N", "H", "C", "C", "C", "C", "C", "C", "N", "N", "C", "C", "C", "C", "C", "C", "H", "H", "H", "H", "H", "H", "H", "H", "H", "C", "C", "C", "C", "C", "C", "Se", "C", "C", "C", "H", "H", "H", "H", "H", "H", "H", "H", "H", "H", "H"],
  "xyz": [[-2.293, 0.115, 0.308], [-0.705, -0.553, -1.082], [0.322, 0.485, -1.278], [0.737, 0.988, 0.086], [-0.475, 1.466, 0.782], [-0.251, -1.420, -0.786], [-1.192, -0.732, -1.958], [-0.137, 1.281, -1.870], [1.194, 0.102, -1.810], [1.509, 1.757, 0.004], [1.150, 0.151, 0.654], [-0.743, 2.389, 0.452], [-0.323, 1.537, 1.784], [-4.797, 2.514, -0.618], [-4.046, 1.986, -1.645], [-4.286, 2.239, -2.920], [-3.348, 1.525, -3.575], [-2.599, 0.892, -2.748], [-3.010, 1.165, -1.479], [-4.368, 2.536, 0.690], [-4.835, 3.388, 1.586], [-4.166, 3.076, 2.715], [-3.356, 2.103, 2.509], [-3.456, 1.712, 1.209], [-5.441, 3.240, -0.879], [1.217, -0.449, 4.612], [0.079, 0.343, 4.542], [-0.902, 0.087, 3.591], [-0.741, -0.960, 2.682], [0.399, -1.763, 2.761], [1.366, -1.504, 3.717], [-1.713, -1.181, 1.678], [-1.974, -2.514, 1.532], [-2.868, -2.678, 0.554], [-3.372, -3.983, 0.266], [-4.319, -4.151, -0.701], [-4.806, -3.044, -1.441], [-4.306, -1.789, -1.189], [-3.336, -1.547, -0.186], [1.983, -0.246, 5.351], [-0.059, 1.160, 5.241], [-1.803, 0.689, 3.549], [0.525, -2.562, 2.045], [2.259, -2.117, 3.742], [-2.981, -4.822, 0.831], [-4.699, -5.146, -0.915], [-5.553, -3.192, -2.213], [-4.667, -0.959, -1.791], [5.629, 2.892, -2.093], [4.913, 1.623, -1.711], [4.791, 1.229, -0.386], [4.143, 0.054, -0.015], [4.060, -0.307, 1.440], [3.574, -0.784, -0.997], [2.617, -2.361, -0.521], [3.715, -0.397, -2.348], [3.154, -1.253, -3.448], [4.367, 0.786, -2.677], [5.773, 3.536, -1.224], [5.067, 3.459, -2.840], [6.617, 2.687, -2.518], [5.211, 1.860, 0.395], [4.574, 0.436, 2.055], [4.499, -1.292, 1.613], [3.025, -0.391, 1.774], [2.073, -1.373, -3.343], [3.562, -2.264, -3.390], [3.375, -0.821, -4.427], [4.445, 1.064, -3.725]],
  "forces_ev_per_angstrom": [[-0.1, 0.1, -0.1], [0.0, 0.0, 0.1], [0.0, -0.1, -0.1], [0.0, 0.0, 0.0], [0.0, 0.0, 0.0], [0.0, 0.0, 0.0], [0.0, 0.0, 0.0], [0.0, 0.0, 0.0], [-0.1, 0.0, 0.0], [0.0, 0.0, 0.0], [0.0, 0.0, 0.0], [0.0, 0.0, 0.0], [0.0, 0.0, 0.0], [0.0, 0.0, 0.0], [0.0, 0.0, 0.0], [0.0, 0.0, 0.0], [0.0, 0.0, 0.0], [0.0, 0.0, 0.0], [0.0, 0.0, 0.0], [0.0, 0.0, 0.0], [0.0, 0.0, 0.0], [0.0, 0.0, 0.0], [0.0, 0.0, 0.0], [0.0, 0.0, 0.0], [0.0, 0.0, 0.0], [0.0, 0.0, 0.0], [0.0, 0.0, 0.0], [0.0, 0.0, 0.0], [0.0, 0.0, 0.0], [0.0, 0.0, 0.0], [0.0, 0.0, 0.0], [0.0, 0.0, 0.0], [0.0, 0.0, 0.0], [0.0, 0.0, 0.0], [0.0, 0.0, 0.0], [0.0, 0.0, 0.0], [0.0, 0.0, 0.0], [0.0, 0.0, 0.0], [0.0, 0.0, 0.0], [0.0, 0.0, 0.0], [0.0, 0.0, 0.0], [0.0, 0.0, 0.0], [0.0, 0.0, 0.0], [0.0, 0.0, 0.0], [0.0, 0.0, 0.0], [0.0, 0.0, 0.0], [0.0, 0.0, 0.0], [0.0, 0.0, 0.0], [0.0, 0.0, 0.0], [0.0, 0.0, 0.0], [0.0, 0.0, 0.0], [0.0, 0.0, 0.0], [0.0, 0.0, 0.0], [0.0, 0.0, 0.0], [0.0, 0.0, 0.0], [0.0, 0.0, 0.0], [0.0, 0.0, 0.0], [0.0, 0.0, 0.0], [0.0, 0.0, 0.0], [0.0, 0.0, 0.0], [0.0, 0.0, 0.0], [0.0, 0.0, 0.0], [0.0, 0.0, 0.0], [0.0, 0.0, 0.0], [0.0, 0.0, 0.0], [0.0, 0.0, 0.0], [0.0, 0.0, 0.0], [0.0, 0.0, 0.0], [0.0, 0.0, 0.0]],
  "mulliken_charge": [-0.97, -0.17, -0.55, 0.66, -0.46, 0.30, 0.37, 0.30, -0.15, 0.52, -0.83, 0.34, 0.24, -0.11, 0.49, -0.62, -0.76, -0.51, 0.79, 0.19, -0.56, -0.68, -0.33, 0.78, 0.29, -0.44, -0.47, -0.48, -0.03, -0.13, -0.62, 0.83, -1.07, 0.48, -0.69, -0.30, -0.90, -0.22, 0.88, 0.38, 0.41, 0.53, 0.51, 0.29, 0.39, 0.32, 0.39, 0.21, -1.50, 0.70, -1.15, 1.07, -1.35, 0.08, -0.36, 1.11, -1.61, -0.95, 0.35, 0.34, 0.29, 0.19, 0.34, 0.32, 0.07, 0.26, 0.33, 0.37, 0.27]
}

{
  "formula": "C24H32N4O4",
  "method": "ωB97M-V with the def2-TZVPD basis set",
  "homo_ev": -8.58,
  "charge": 0,
  "homo_lumo_gap_ha": 0.3351,
  "spin_multiplicity": 1,
  "elements": ["C", "H", "H", "H", "C", "C", "C", "C", "O", "N", "C", "C", "C", "H", "H", "C", "C", "O", "N", "H", "H", "H", "C", "C", "N", "O", "C", "C", "C", "C", "C", "C", "H", "H", "H", "N", "C", "O", "C", "C", "C", "C", "C", "H", "H", "H", "H", "H", "H", "H", "H", "H", "H", "H", "H", "H", "H", "H", "H", "H", "H", "H", "H", "H"],
  "xyz": [[3.639, -7.138, -3.804], [4.512, -6.627, -3.403], [3.896, -8.182, -3.964], [2.841, -7.087, -3.066], [3.193, -6.493, -5.117], [2.840, -5.059, -4.900], [1.637, -4.540, -5.097], [1.317, -3.096, -4.924], [0.930, -2.401, -5.846], [1.465, -2.593, -3.672], [1.212, -1.185, -3.413], [1.126, -1.067, -1.886], [1.976, -2.254, -1.414], [3.026, -1.965, -1.459], [1.740, -2.577, -0.401], [1.664, -3.338, -2.447], [0.433, -4.146, -1.994], [0.454, -4.781, -0.964], [-0.652, -4.075, -2.789], [-0.642, -3.590, -3.669], [-1.459, -4.628, -2.551], [2.487, -4.051, -2.531], [-0.299, -1.039, -1.312], [-0.282, 0.290, -0.591], [0.836, 0.894, -0.710], [1.716, 0.177, -1.454], [-1.396, 0.842, 0.152], [-1.262, 2.088, 0.761], [-2.314, 2.648, 1.476], [-3.517, 1.951, 1.586], [-3.646, 0.713, 0.983], [-2.603, 0.152, 0.269], [-2.725, -0.816, -0.191], [-4.579, 0.178, 1.074], [-4.334, 2.381, 2.139], [-2.106, 3.900, 2.058], [-2.963, 4.657, 2.806], [-4.097, 4.335, 3.079], [-2.346, 5.953, 3.300], [-1.905, 5.806, 4.762], [-0.750, 4.820, 4.930], [-0.321, 4.648, 6.388], [0.336, 5.891, 6.977], [0.697, 5.685, 7.982], [1.183, 6.200, 6.367], [-0.367, 6.717, 7.035], [-1.192, 4.378, 6.988], [0.387, 3.818, 6.443], [-1.055, 3.844, 4.544], [0.109, 5.161, 4.344], [-1.607, 6.788, 5.132], [-2.759, 5.466, 5.351], [-3.115, 6.725, 3.242], [-1.499, 6.252, 2.680], [-1.179, 4.274, 1.905], [-0.321, 2.607, 0.661], [-1.065, -1.053, -2.089], [-0.482, -1.864, -0.623], [2.047, -0.579, -3.781], [0.306, -0.855, -3.930], [0.841, -5.137, -5.522], [3.647, -4.435, -4.536], [2.334, -7.032, -5.521], [4.009, -6.556, -5.841]],
  "forces_ev_per_angstrom": [[-0.1, 0.0, -0.2], [0.1, 0.0, 0.1], [0.1, -0.1, 0.1], [0.0, 0.0, 0.1], [0.1, 0.0, 0.1], [-0.1, -0.1, -0.1], [0.1, 0.0, -0.2], [0.2, -0.1, 0.1], [-0.1, 0.0, -0.2], [0.0, 0.2, 0.1], [0.0, 0.5, -0.2], [-0.1, -0.4, -0.1], [-0.1, 0.2, 0.0], [0.0, 0.0, -0.1], [0.0, 0.0, 0.0], [0.1, -0.4, 0.5], [0.3, 0.2, -0.2], [0.1, -0.2, 0.3], [-0.4, 0.0, -0.3], [0.0, 0.0, 0.1], [0.1, 0.0, 0.0], [-0.2, 0.1, 0.1], [0.2, 0.2, 0.0], [0.6, -0.6, -0.6], [-0.6, 0.5, 0.5], [0.4, -0.3, -0.4], [-0.5, 0.4, 0.4], [-0.2, -0.1, 0.0], [-0.1, -0.4, -0.1], [-0.2, 0.0, 0.1], [0.1, 0.0, 0.0], [0.3, 0.0, -0.1], [0.0, -0.1, -0.1], [-0.1, 0.0, 0.0], [0.0, 0.0, 0.0], [0.4, 0.1, -0.2], [0.3, 0.4, -0.1], [-0.3, -0.1, 0.1], [-0.2, 0.0, 0.3], [0.2, -0.1, -0.2], [-0.2, 0.0, 0.3], [0.2, 0.1, -0.2], [-0.1, -0.2, 0.0], [0.1, 0.1, 0.1], [0.1, 0.1, 0.0], [0.0, 0.1, 0.0], [0.0, -0.1, 0.0], [-0.1, 0.0, 0.1], [0.1, 0.0, -0.1], [0.1, 0.0, -0.1], [-0.1, 0.0, 0.0], [0.0, 0.1, 0.1], [0.0, -0.1, -0.1], [0.0, 0.0, 0.0], [-0.2, 0.0, 0.1], [0.1, 0.1, 0.0], [0.0, -0.1, 0.0], [-0.1, 0.0, 0.0], [-0.1, 0.0, 0.0], [0.1, 0.0, 0.1], [-0.1, -0.1, 0.0], [0.1, 0.2, 0.1], [0.0, 0.0, -0.1], [0.0, 0.0, -0.1]],
  "mulliken_charge": [-1.16, 0.30, 0.38, 0.29, -0.51, 0.08, -0.64, 0.37, -0.64, 0.02, -1.50, 2.07, -1.88, 0.39, 0.42, 0.68, -0.11, -0.68, -0.19, 0.18, 0.27, 0.45, -1.01, 0.12, -0.63, -0.39, 0.32, -0.50, 0.55, -0.57, -1.04, -0.60, 0.45, 0.38, 0.56, -0.04, 0.53, -0.65, -0.92, -0.47, -0.30, -0.58, -1.19, 0.37, 0.29, 0.32, 0.32, 0.34, 0.22, 0.27, 0.32, 0.33, 0.38, 0.34, 0.17, 0.52, 0.50, 0.52, 0.39, 0.36, 0.27, 0.53, 0.32, 0.32]
}

| no. | energy (a.u.) |
| --- | --- |
| 1 | -3378.8175 |
| 2 | -4932.9186 |
| 3 | -1453.7344 |